(1)
The following is a quantum chemistry calculation of a molecular structure, C33H29MoN3O4S, from the OMol25 dataset.

Output
**M**: 659.62 u
**<S²>**: 2.05
**Charge**: 0
**HOMO level (alpha / beta)**: -7.2 / -7.7 eV
**2S+1**: 3
**Orbital gap (alpha / beta)**: 6.57 / 6.94 eV

```
71
Properties=species:S:1:pos:R:3:lowdin_spin:R:1
Mo 0.2707 -1.7573 -0.0830 1.81
C -4.3374 3.7781 -5.0453 0.00
O -4.4040 2.6062 -5.8353 0.00
C -4.8444 1.4755 -5.2338 0.00
C -4.8111 0.3192 -6.0123 0.00
C -5.2318 -0.8815 -5.4876 0.00
C -5.6426 -0.9733 -4.1610 0.00
C -5.6905 0.1802 -3.3953 0.00
C -5.3079 1.4058 -3.9220 0.00
N -6.1972 -2.2240 -3.6997 0.00
N -5.8286 -2.7514 -2.6455 0.00
C -4.7294 -2.2609 -1.8629 0.01
C -4.9581 -1.8869 -0.5641 -0.01
C -3.9240 -1.5429 0.3258 0.01
C -2.6115 -1.6382 -0.0739 0.00
O -1.5652 -1.3990 0.6962 0.05
C -2.3566 -2.0655 -1.4068 0.01
N -1.0215 -2.1818 -1.7148 0.01
C -0.6860 -2.5858 -2.9246 0.04
C -1.6477 -2.9266 -3.8848 0.00
C -2.9761 -2.8346 -3.5856 0.03
C -3.3816 -2.3716 -2.3120 0.00
H -3.9250 4.5527 -5.6851 0.00
H -3.6841 3.6349 -4.1812 0.00
H -5.3298 4.0827 -4.7021 0.00
H -4.4696 0.3970 -7.0356 0.00
H -5.2509 -1.7700 -6.1070 0.00
H -6.0611 0.1233 -2.3788 0.00
H -5.3680 2.2877 -3.3011 0.00
H -5.9840 -1.8574 -0.2163 0.00
H -4.1460 -1.2383 1.3392 0.00
H 0.3755 -2.6633 -3.1208 0.00
H -1.3253 -3.2712 -4.8569 0.00
H -3.7133 -3.1244 -4.3209 0.00
O 2.5709 -0.0320 5.2028 0.00
C 3.5145 -0.3818 4.3019 0.00
O 4.6440 -0.0122 4.4494 0.00
C 3.0861 -1.2543 3.1619 0.01
C 3.9561 -1.3489 2.0614 0.01
C 3.6333 -2.1067 0.9667 0.01
C 2.4197 -2.8179 0.9286 0.02
S 1.8128 -3.5568 -0.5446 0.03
C 1.5842 -2.7794 2.0595 0.02
C 1.9184 -1.9877 3.1625 0.01
H 1.6946 -0.3072 4.9155 0.00
H 4.8800 -0.7870 2.0967 0.00
H 4.2757 -2.1305 0.0975 0.00
H 0.7175 -3.4336 2.1072 0.01
H 1.2626 -2.0019 4.0247 0.00
C 0.0610 2.0795 0.3205 -0.01
C 0.9266 1.2549 -0.6467 0.00
C 2.2536 1.9961 -0.8394 0.00
C 1.1260 -0.1052 -0.0474 -0.09
C 0.2225 1.0172 -1.9833 0.01
C 0.9586 0.5297 -3.0689 0.00
C 0.3610 0.2634 -4.2888 0.00
C -1.0087 0.4496 -4.4479 0.00
C -1.7535 0.9089 -3.3760 0.00
C -1.1404 1.2043 -2.1635 0.00
H 0.6145 2.2270 1.2485 0.00
H -0.8666 1.5629 0.5645 0.00
H -0.1731 3.0553 -0.1108 0.00
H 2.7154 2.1767 0.1324 0.00
H 2.0691 2.9597 -1.3190 0.00
H 2.9695 1.4398 -1.4422 0.00
H 1.9351 -0.2208 0.6947 0.00
H 2.0198 0.3465 -2.9529 0.00
H 0.9606 -0.1000 -5.1143 0.00
H -1.4885 0.2353 -5.3947 0.00
H -2.8211 1.0355 -3.4797 0.00
H -1.7585 1.5654 -1.3522 0.00
```

(2)
The following is a quantum chemistry calculation of a molecular structure, C5H13BaO3, from the OMol25 dataset.

Output
**M**: 258.48 u
**Charge**: +1
**HOMO level**: -9.8 eV
**Orbital gap**: 6.67 eV
**Energy relative to the best compared isomer or geometry (same formula, charge and spin)**: 44.3 kJ/mol

```
22
Properties=species:S:1:pos:R:3:mulliken_charge:R:1
C -2.6010 2.1023 0.0735 -0.72
O -1.5664 1.1229 0.0785 -0.40
H -3.0442 2.1877 1.0745 0.32
H -2.1450 3.0498 -0.2268 0.27
H -3.3737 1.8204 -0.6532 0.30
C -1.9767 -0.2315 0.1167 -0.26
O -0.8307 -0.9478 0.4596 -0.56
C -0.1730 -1.6648 -0.5968 -0.51
C 1.3045 -1.6550 -0.3055 -0.48
O 1.7082 -0.2956 -0.1588 -0.48
C 3.1211 -0.1033 -0.1270 -0.70
H -2.3623 -0.5196 -0.8713 0.42
H -2.7029 -0.3606 0.9303 0.37
H -0.3753 -1.1700 -1.5571 0.40
H -0.5459 -2.6958 -0.6258 0.33
H 1.5397 -2.2025 0.6196 0.36
H 1.8436 -2.1127 -1.1466 0.41
H 3.5932 -0.7964 -0.8353 0.32
H 3.4997 -0.2601 0.8923 0.33
H 3.3252 0.9231 -0.4496 0.28
Ba 0.4725 1.1869 1.0213 1.29
H 1.2893 2.6226 2.2872 -0.27
```

(3)
The following is a quantum chemistry calculation of C5H9N in the gas phase, from the OMol25 dataset.

Output
**M**: 83.13 u
**Charge**: 0
**HOMO level**: -9.3 eV
**SMILES**: C=C/C(C)=N/C
**Orbital gap**: 10.37 eV
**Energy relative to the best compared isomer or geometry (same formula, charge and spin)**: 118.0 kJ/mol

```
15
Properties=species:S:1:pos:R:3:mulliken_charge:R:1
C 2.0510 0.3128 -0.6069 -0.83
C -0.5146 1.4471 -0.1176 -1.18
C -0.2388 -0.0384 -0.1294 0.89
C -1.4096 -0.9188 0.1341 -0.33
C -1.3056 -1.9101 1.0267 -0.69
N 0.9206 -0.5655 -0.3493 -0.56
H -2.3313 -0.7067 -0.3926 0.33
H 1.9664 0.7876 -1.5896 0.29
H 2.9693 -0.2831 -0.6089 0.30
H 2.1661 1.0777 0.1674 0.28
H -1.5879 1.6467 -0.0481 0.35
H -0.1377 1.9115 -1.0323 0.32
H -0.0250 1.8967 0.7512 0.30
H -0.3743 -2.1007 1.5529 0.26
H -2.1486 -2.5566 1.2424 0.27
```